Molecular formula: Ag2F
Method: DFT, the ωB97M-V functional and the def2-TZVPD basis

Its LUMO energy (spin up / spin down) is -0.6493 / -0.8438 Eh. Its HOMO energy (spin up / spin down) is -31.65 / -30.56 eV. The HOMO-LUMO gap (spin up / spin down) is 0.51373 / 0.27939 Ha. The net charge is +3. As for the molecular weight: 234.7 g/mol. As for the spin multiplicity: 3. Its relative energy (zero: lowest compared OMol25 entry of this formula, charge and spin) is 1.1853 eV.

Atoms and positions in Å:
1 Ag 0.3086 -1.0745 1.7087
2 Ag -0.4974 1.5390 -1.3123
3 F 0.1888 -0.4644 -0.3964

Force components x, y, z for each atom (eV/Å):
0.2 -0.4 -0.6
0.3 -0.7 -0.3
-0.4 1.1 0.9